[1]
C43H57ClN9O3S3Tl | ωB97M-V/def2-TZVPD

```
117
Properties=species:S:1:pos:R:3
Tl -0.758 -0.847 0.077
C 0.177 0.312 3.263
N -1.228 0.176 3.553
C -1.465 -0.374 4.936
C -2.856 -0.749 5.255
N -3.302 -1.904 4.494
C -2.701 -3.125 4.994
C -4.452 -1.919 3.764
C -5.667 -1.375 4.337
C -6.850 -1.377 3.614
C -6.943 -2.107 2.462
C -5.855 -2.656 1.878
C -4.596 -2.599 2.454
S -3.428 -3.447 1.592
C -1.972 1.461 3.356
C -1.759 2.507 4.188
C -2.651 3.565 4.215
C -3.832 3.551 3.453
C -4.097 2.505 2.538
C -3.150 1.446 2.534
S -3.314 0.297 1.257
H 0.140 0.753 2.260
H 0.630 -0.729 3.259
H 0.807 0.928 3.942
H -1.170 0.357 5.701
H -0.780 -1.207 5.062
H -3.493 0.145 5.046
H -2.926 -0.945 6.361
H -3.172 -3.550 5.898
H -1.623 -2.977 5.102
H -2.878 -3.913 4.217
H -5.630 -0.973 5.357
H -7.735 -0.802 3.951
H -7.931 -2.201 2.030
H -5.936 -3.201 0.875
H -0.838 2.627 4.754
H -2.575 4.444 4.863
H -4.483 4.429 3.430
H -5.070 2.442 2.114
N 0.650 -4.424 -0.478
C 1.772 -3.976 0.162
N 1.791 -2.850 0.873
C 3.006 -2.655 1.531
C 3.455 -1.565 2.314
C 4.695 -1.674 2.981
C 5.429 -2.868 2.853
C 5.080 -3.915 2.030
C 3.841 -3.789 1.364
S 3.195 -5.005 0.331
H -0.151 -3.805 -0.539
H 0.742 -5.085 -1.241
H 3.006 -0.575 2.314
H 5.018 -0.904 3.698
H 6.253 -3.063 3.571
H 5.713 -4.774 1.979
C -4.844 -3.547 -6.350
C -4.294 -2.170 -6.339
C -4.429 -1.389 -7.478
C -3.927 -0.095 -7.590
Cl -4.244 0.895 -8.986
C -3.267 0.522 -6.526
C -3.072 -0.250 -5.381
C -3.541 -1.548 -5.321
O -3.382 -2.313 -4.164
C -2.040 -2.755 -3.935
C -1.531 -2.169 -2.561
O -1.298 -0.937 -2.617
O -1.629 -2.909 -1.564
H -5.944 -3.471 -6.145
H -4.424 -4.222 -5.582
H -4.774 -3.951 -7.379
H -5.028 -1.711 -8.340
H -2.935 1.600 -6.629
H -2.544 0.089 -4.459
H -1.394 -2.464 -4.734
H -2.027 -3.858 -3.852
C 6.428 2.633 1.648
N 6.464 2.296 0.234
C 5.606 3.308 -0.494
C 6.743 0.970 -0.177
N 6.713 -0.104 0.585
N 6.970 0.799 -1.546
C 7.476 1.837 -2.437
C 6.678 -0.507 -2.081
H 5.430 2.364 2.133
H 6.624 3.674 1.886
H 7.167 2.029 2.183
H 6.082 4.275 -0.372
H 4.578 3.444 -0.194
H 5.496 3.152 -1.570
H 6.560 0.083 1.579
H 8.086 2.484 -1.827
H 6.671 2.348 -2.994
H 8.127 1.333 -3.167
H 6.582 -1.178 -1.270
H 7.503 -0.821 -2.657
H 5.734 -0.684 -2.646
C 0.965 2.941 -0.521
C 1.463 4.180 -1.315
N 0.527 4.365 -2.490
C -0.873 4.361 -2.023
C -1.270 3.045 -1.349
N -0.041 2.127 -1.209
C 0.484 1.887 -2.555
C 0.665 3.189 -3.334
H 0.605 3.332 0.431
H 1.834 2.252 -0.346
H 2.481 3.980 -1.752
H 1.397 5.044 -0.644
H -1.556 4.564 -2.841
H -1.028 5.175 -1.396
H -1.978 2.401 -1.909
H -1.671 3.197 -0.353
H -0.217 1.192 -3.110
H 1.394 1.297 -2.390
H -0.120 3.229 -4.135
H 1.651 3.118 -3.817
```

The HOMO energy comes out at -0.21 eV. The charge is -2.

[2]
C43H57F4N11OS | ωB97M-V/def2-TZVPD

```
117
Properties=species:S:1:pos:R:3
C 2.979 -2.172 1.932
C 2.920 -1.270 3.271
C 1.674 -0.283 3.224
F 1.353 0.016 4.574
C 2.027 1.070 2.503
C 2.962 2.053 3.116
C 3.637 1.852 4.527
C 3.095 2.878 5.612
C 2.078 2.244 6.653
C 0.638 2.923 6.628
C -0.521 1.941 6.218
O -0.389 0.636 6.812
C -1.264 -0.303 6.162
C 3.290 3.280 2.388
C 2.708 3.595 1.049
N 3.138 4.813 0.410
C 2.289 5.776 0.540
C 1.336 6.019 1.758
C 2.247 6.843 -0.633
C 1.779 2.624 0.481
C 1.415 1.372 1.184
N 0.472 0.374 0.676
C -0.884 0.672 1.100
F -1.811 0.506 0.099
F -1.317 -0.124 2.151
F -1.015 1.976 1.566
C 0.576 0.163 -0.763
C 0.442 -1.227 -1.269
C 0.513 -1.547 -2.704
C 0.709 -0.483 -3.723
C 0.862 0.896 -3.220
C 0.806 1.202 -1.775
S 1.025 2.912 -1.151
H 4.039 -2.241 1.583
H 2.577 -3.191 2.198
H 2.312 -1.642 1.189
H 2.798 -2.013 4.115
H 3.876 -0.725 3.473
H 0.863 -0.851 2.702
H 3.563 0.781 4.871
H 4.744 2.015 4.345
H 4.005 3.184 6.214
H 2.711 3.833 5.156
H 2.481 2.445 7.691
H 2.038 1.128 6.561
H 0.351 3.361 7.630
H 0.616 3.799 5.913
H -0.528 1.896 5.085
H -1.540 2.323 6.536
H -0.651 -1.240 6.007
H -1.563 0.029 5.122
H -2.192 -0.481 6.765
H 4.003 4.017 2.824
H 0.578 5.199 1.888
H 0.826 7.014 1.595
H 1.934 6.156 2.708
H 2.991 7.642 -0.360
H 2.643 6.334 -1.552
H 1.214 7.227 -0.817
H 0.300 -2.051 -0.528
H 0.424 -2.599 -3.106
H 0.726 -0.758 -4.804
H 1.009 1.688 -3.998
C -0.445 -6.158 -3.643
C 0.083 -5.109 -2.735
N 0.494 -4.293 -2.036
H 0.257 -6.325 -4.460
H -0.581 -7.089 -3.094
H -1.398 -5.845 -4.051
C -4.311 -0.151 3.056
C -4.819 -0.187 4.449
N -5.214 -0.215 5.529
H -4.087 -1.162 2.717
H -5.062 0.287 2.398
H -3.404 0.448 3.008
C 4.187 -1.600 -5.660
C 2.839 -2.210 -5.699
N 1.792 -2.684 -5.732
H 4.292 -0.987 -4.764
H 4.949 -2.380 -5.648
H 4.327 -0.973 -6.540
C 1.357 0.532 -8.394
C 2.753 0.729 -7.933
N 3.835 0.882 -7.575
H 1.354 0.029 -9.360
H 0.810 -0.077 -7.674
H 0.860 1.497 -8.494
C -2.559 -1.618 -5.414
C -2.412 -0.818 -6.656
N -2.302 -0.202 -7.621
H -1.796 -1.329 -4.691
H -3.544 -1.447 -4.980
H -2.450 -2.678 -5.641
C -1.685 -7.262 -7.372
C -2.207 -7.288 -5.984
N -2.610 -7.307 -4.907
H -1.468 -8.277 -7.704
H -2.426 -6.820 -8.038
H -0.770 -6.670 -7.413
C 1.328 -6.793 2.866
C 1.860 -5.754 3.781
N 2.273 -4.949 4.490
H 2.024 -6.953 2.043
H 1.194 -7.729 3.407
H 0.367 -6.473 2.463
C -3.868 2.216 -6.413
C -5.166 2.748 -5.928
N -6.171 3.160 -5.553
H -3.908 1.133 -6.462
H -3.652 2.610 -7.405
H -3.069 2.512 -5.732
C -7.823 2.389 5.478
C -8.726 2.977 4.458
N -9.426 3.431 3.668
H -8.364 1.655 6.074
H -6.981 1.899 4.990
H -7.446 3.173 6.134
```

The HOMO energy comes out at -8.03 eV. The SMILES is CC[C@@H](F)c1c(CCCCCOC)cc(N=C(C)C)c2c1N(C(F)(F)F)c1ccccc1S2.CC#N.CC#N.CC#N.CC#N.CC#N.CC#N.CC#N.CC#N.CC#N.

[3]
C43H58GeOPS2Se2Si4V | ωB97M-V/def2-TZVPD

```
113
Properties=species:S:1:pos:R:3
V -0.152 0.773 0.376
C 1.733 3.276 3.541
C 1.604 2.254 2.433
S 0.165 1.241 2.548
C 2.520 2.124 1.464
C 3.773 2.945 1.341
S 2.287 0.963 0.132
H 1.029 3.062 4.342
H 1.505 4.274 3.160
H 2.740 3.295 3.961
H 3.769 3.788 2.030
H 3.880 3.335 0.328
H 4.656 2.334 1.550
Se -2.448 0.058 -0.087
P -2.949 -1.696 1.225
Se 0.501 -1.700 0.328
C -4.025 -2.698 0.120
C -4.495 -2.312 -1.134
C -5.293 -3.171 -1.880
C -5.637 -4.420 -1.381
C -5.176 -4.812 -0.131
C -4.370 -3.960 0.609
C -4.211 -0.987 2.352
C -5.078 0.053 2.025
C -6.034 0.481 2.935
C -6.135 -0.127 4.182
C -5.274 -1.162 4.517
C -4.312 -1.585 3.607
H -4.236 -1.342 -1.539
H -5.649 -2.860 -2.854
H -6.260 -5.085 -1.964
H -5.441 -5.784 0.266
H -4.007 -4.280 1.582
H -5.010 0.532 1.054
H -6.704 1.289 2.668
H -6.883 0.207 4.889
H -5.343 -1.637 5.488
H -3.630 -2.384 3.882
C -1.056 -4.239 -1.231
Si 0.062 -4.014 0.215
C 1.768 -4.689 -0.053
C -0.597 -4.617 1.828
Ge 2.777 -1.213 0.833
Si 4.323 -1.770 -0.950
C 3.348 -1.799 -2.539
C 5.527 -0.345 -0.929
C 5.225 -3.373 -0.643
Si 3.131 -1.512 3.209
C 3.945 -0.008 3.940
C 1.510 -1.964 4.010
C 4.313 -2.956 3.289
H -1.428 -5.268 -1.253
H -0.527 -4.038 -2.164
H -1.922 -3.577 -1.173
H 1.707 -5.775 -0.184
H 2.423 -4.498 0.801
H 2.224 -4.270 -0.949
H -0.595 -5.713 1.798
H -1.614 -4.267 2.013
H 0.039 -4.301 2.658
H 2.588 -1.015 -2.564
H 2.846 -2.758 -2.690
H 4.019 -1.641 -3.389
H 5.069 0.578 -1.287
H 6.369 -0.582 -1.588
H 5.935 -0.163 0.069
H 4.600 -4.248 -0.826
H 5.616 -3.442 0.375
H 6.082 -3.423 -1.324
H 3.300 0.868 3.908
H 4.879 0.230 3.423
H 4.190 -0.217 4.987
H 0.649 -1.703 3.391
H 1.400 -1.448 4.968
H 1.483 -3.040 4.205
H 5.156 -2.852 2.601
H 3.810 -3.902 3.074
H 4.726 -3.025 4.302
O -0.554 2.331 -0.250
Si -1.498 3.709 -0.560
C -2.639 3.277 -1.952
C -2.173 3.208 -3.269
C -3.021 2.837 -4.303
C -4.351 2.532 -4.033
C -4.831 2.602 -2.731
C -3.980 2.974 -1.699
C -0.253 4.999 -1.054
C -0.641 6.091 -1.840
C 0.267 7.090 -2.173
C 1.580 7.009 -1.729
C 1.984 5.928 -0.954
C 1.074 4.934 -0.620
C -2.418 4.181 0.987
C -2.810 3.282 1.982
C -3.532 3.713 3.088
C -3.883 5.051 3.213
C -3.504 5.960 2.232
C -2.774 5.528 1.134
H -1.138 3.450 -3.489
H -2.649 2.791 -5.319
H -5.014 2.249 -4.841
H -5.869 2.374 -2.522
H -4.363 3.035 -0.686
H -1.660 6.159 -2.209
H -0.050 7.928 -2.782
H 2.288 7.785 -1.990
H 3.010 5.865 -0.611
H 1.395 4.096 -0.011
H -2.556 2.229 1.899
H -3.823 2.998 3.849
H -4.447 5.387 4.073
H -3.771 7.006 2.327
H -2.470 6.255 0.388
```

The HOMO energy (spin up / spin down) comes out at -10.27 / -10.33 eV. The charge is +1. As for the spin multiplicity: 2.

[4]
C43H59AsGe2N2O4S2Sc | ωB97M-V/def2-TZVPD

```
114
Properties=species:S:1:pos:R:3
Sc 0.598 0.213 0.211
C 2.025 2.113 -4.744
C 1.955 1.947 -3.226
Ge 1.281 0.207 -2.493
C 2.529 -1.234 -3.056
C 2.730 -1.468 -4.552
C -0.255 -0.068 -3.752
C -1.584 -0.153 -3.582
Ge -2.318 -0.258 -1.790
C -4.120 0.389 -1.380
C -5.177 -0.696 -1.612
C -2.008 -2.060 -1.112
C -2.356 -3.091 -2.194
C -2.510 -0.408 -4.720
C -2.186 -1.372 -5.677
C -3.028 -1.617 -6.750
C -4.214 -0.907 -6.882
C -4.550 0.048 -5.935
C -3.707 0.292 -4.860
H 2.293 3.137 -5.019
H 1.067 1.893 -5.218
H 2.769 1.455 -5.189
H 1.303 2.727 -2.819
H 2.943 2.117 -2.783
H 2.159 -2.149 -2.585
H 3.489 -1.035 -2.571
H 1.785 -1.637 -5.072
H 3.356 -2.346 -4.732
H 3.219 -0.622 -5.035
H 0.064 -0.131 -4.796
H -4.351 1.282 -1.963
H -4.109 0.696 -0.331
H -5.253 -0.948 -2.671
H -6.163 -0.376 -1.272
H -4.932 -1.614 -1.072
H -2.606 -2.229 -0.216
H -0.956 -2.173 -0.838
H -3.401 -3.029 -2.502
H -2.178 -4.106 -1.837
H -1.744 -2.941 -3.084
H -1.271 -1.940 -5.558
H -2.762 -2.370 -7.481
H -4.874 -1.098 -7.718
H -5.469 0.612 -6.037
H -3.966 1.059 -4.142
C 2.206 -5.431 5.612
C 2.268 -4.533 4.408
C 2.352 -5.077 3.124
C 2.443 -4.267 2.009
C 2.432 -2.885 2.175
C 2.354 -2.320 3.436
C 2.275 -3.150 4.547
S 2.484 -1.872 0.736
O 1.110 -1.929 0.165
O 3.552 -2.335 -0.090
N 2.499 -0.357 1.173
C 3.657 0.408 1.304
C 4.837 0.003 1.868
C 5.935 0.888 1.935
C 5.846 2.158 1.446
C 4.641 2.602 0.850
C 4.487 3.890 0.289
C 3.304 4.226 -0.300
C 2.264 3.278 -0.323
N 2.347 2.076 0.200
C 3.540 1.727 0.781
H 3.205 -5.783 5.875
H 1.591 -6.309 5.418
H 1.800 -4.908 6.477
H 2.352 -6.154 3.002
H 2.522 -4.693 1.017
H 2.355 -1.243 3.544
H 2.218 -2.714 5.537
H 4.932 -1.005 2.250
H 6.860 0.543 2.379
H 6.690 2.834 1.493
H 5.315 4.587 0.321
H 3.152 5.192 -0.760
H 1.332 3.543 -0.802
C -1.441 2.253 -1.018
O -1.261 0.870 -0.724
H -0.537 2.806 -0.760
H -2.275 2.658 -0.440
H -1.623 2.406 -2.085
C -3.100 -0.649 2.284
As -1.217 -1.160 2.186
C -0.675 -0.800 4.038
C -1.339 -3.100 2.311
H -3.516 -0.920 3.254
H -3.666 -1.156 1.503
H -3.190 0.427 2.136
H -0.308 -1.722 4.485
H -1.523 -0.442 4.621
H 0.121 -0.057 4.058
H -1.981 -3.390 3.141
H -0.332 -3.486 2.476
H -1.722 -3.522 1.384
C 1.238 3.318 3.361
S 0.083 3.113 2.016
O 0.021 1.601 1.829
C -1.432 3.558 2.824
C -2.016 4.767 2.480
C -3.204 5.137 3.096
C -3.793 4.293 4.025
C -3.201 3.076 4.350
C -2.011 2.702 3.750
H 0.929 2.678 4.187
H 1.243 4.365 3.659
H 2.217 3.023 2.984
H -1.553 5.410 1.740
H -3.672 6.078 2.843
H -4.722 4.581 4.498
H -3.670 2.422 5.073
H -1.541 1.757 3.982
```

The HOMO energy comes out at -9.21 eV. The charge is +1.